The following is a DFT calculation (ωB97M-V with the def2-TZVPD basis set) of C43H37ClMgN10O4S as an isolated structure.

Each line ends with the Löwdin charge.
Atoms and positions in Å:
Mg 0.840 -0.953 0.024  0.6169
Cl 6.281 3.720 -0.990  0.6150
C 5.257 2.322 -0.755  -0.6767
C 5.438 1.189 -1.558  -0.1069
C 4.625 0.093 -1.409  -0.0035
C 3.568 0.081 -0.463  -0.3469
O 2.774 -0.931 -0.354  -0.1279
C 3.441 1.223 0.372  -0.1405
C 2.433 1.294 1.399  -0.0687
N 1.549 0.400 1.674  0.0711
C 0.620 0.726 2.688  -0.1992
C -0.067 1.909 2.704  -0.0028
C -1.049 2.178 3.683  -0.0505
C -1.328 1.259 4.651  -0.0401
C -0.621 0.031 4.677  -0.1560
C -0.849 -0.949 5.672  -0.0197
C -0.115 -2.094 5.674  -0.0595
C 0.854 -2.269 4.661  -0.1602
N 1.087 -1.404 3.711  0.1098
C 0.358 -0.247 3.700  -0.1559
C 4.281 2.332 0.204  -0.0696
H 6.232 1.187 -2.295  0.1014
H 4.759 -0.788 -2.026  0.1115
H 2.468 2.194 2.022  0.1390
H 0.114 2.633 1.917  0.0941
H -1.584 3.119 3.646  0.1070
H -2.078 1.453 5.409  0.1104
H -1.603 -0.766 6.429  0.1164
H -0.262 -2.862 6.422  0.1018
H 1.450 -3.178 4.645  0.1040
H 4.150 3.204 0.835  0.1125
N 2.180 -3.619 1.677  0.1959
C 2.169 -3.929 0.364  -0.4222
N 2.868 -4.999 -0.015  0.1817
C 2.814 -5.258 -1.317  -0.4429
N 3.437 -6.378 -1.753  0.1545
N 2.196 -4.511 -2.248  0.1812
C 1.550 -3.470 -1.746  -0.2668
N 1.433 -3.164 -0.465  0.1212
C 0.930 -2.519 -2.722  -0.1775
C 0.783 -2.885 -4.048  -0.0057
C 0.301 -1.949 -4.948  -0.0467
C 0.010 -0.678 -4.489  -0.0304
C 0.174 -0.404 -3.140  -0.0736
N 0.604 -1.303 -2.253  0.1110
H 2.866 -4.101 2.231  0.1092
H 1.871 -2.708 2.006  0.0626
H 4.073 -6.832 -1.122  0.0998
H 3.585 -6.468 -2.742  0.0998
H 1.058 -3.885 -4.351  0.1078
H 0.171 -2.205 -5.991  0.1102
H -0.340 0.105 -5.149  0.1097
H -0.045 0.587 -2.764  0.1036
O -2.797 -0.575 -0.140  0.0390
C -2.110 0.410 -0.354  -0.5123
N -2.651 1.614 -0.750  0.1373
C -1.649 2.626 -0.952  -0.2598
C -0.392 1.789 -0.598  -0.4536
O 0.746 2.240 -0.646  0.0426
N -0.723 0.514 -0.287  0.1249
C -1.557 3.058 -2.431  -0.1303
C -2.604 2.786 -3.304  -0.0308
C -2.540 3.180 -4.636  -0.0878
C -1.422 3.848 -5.112  -0.0983
C -0.371 4.120 -4.245  -0.0717
C -0.439 3.734 -2.914  -0.0205
C -1.827 3.853 -0.058  -0.1223
C -3.104 4.284 0.288  -0.0264
C -3.288 5.421 1.064  -0.0823
C -2.193 6.150 1.504  -0.0942
C -0.917 5.733 1.156  -0.0708
C -0.733 4.597 0.377  -0.0377
H -3.628 1.785 -0.598  0.1326
H -3.469 2.241 -2.951  0.1068
H -3.367 2.961 -5.299  0.0994
H -1.368 4.153 -6.150  0.0984
H 0.508 4.640 -4.604  0.1037
H 0.393 3.934 -2.251  0.1094
H -3.980 3.742 -0.050  0.1063
H -4.292 5.735 1.322  0.1013
H -2.335 7.037 2.108  0.0999
H -0.053 6.295 1.490  0.1047
H 0.265 4.275 0.112  0.1049
O -0.495 -2.037 1.111  -0.5700
S -1.125 -3.161 1.889  0.9921
C -2.865 -2.754 2.182  -0.3043
C -3.689 -3.435 1.101  -0.2265
C -2.998 -4.776 0.851  -0.2285
C -1.527 -4.434 0.658  -0.2998
H -2.922 -1.667 2.170  0.0896
H -3.087 -3.139 3.181  0.0913
H -3.670 -2.819 0.200  0.1022
H -4.727 -3.555 1.410  0.1155
H -3.394 -5.303 -0.017  0.1153
H -3.125 -5.428 1.720  0.1127
H -1.351 -3.938 -0.299  0.0985
H -0.835 -5.267 0.769  0.0900

The energy above the lowest of the compared OMol25 structures with the same formula, charge and spin is 22.79 kcal per mole. As for the spin multiplicity: 1. The strongest force on any atom is 0.6 eV/A. The total energy comes out at -97093.8053 eV. As for the HOMO energy: -7.008 eV. The lowest unoccupied orbital energy is 0.04 eV.


The following is a DFT calculation (ωB97M-V with the def2-TZVPD basis set) of C43H38AlBrN2O4S2 as an isolated structure.

Each line ends with the Löwdin charge.
Atoms and positions in Å:
Al -2.415 -1.246 0.025  -0.2235
C 2.970 -4.157 -4.756  -0.0280
C 2.385 -3.291 -3.680  -0.2384
C 1.415 -2.331 -3.994  -0.0118
C 0.853 -1.536 -3.016  -0.0723
C 1.267 -1.707 -1.697  -0.3990
C 2.212 -2.661 -1.352  -0.0667
C 2.774 -3.441 -2.352  -0.0125
S 0.564 -0.775 -0.388  1.2032
O -0.912 -0.573 -0.813  -0.3731
C 1.215 0.864 -0.587  -0.2798
C 2.035 1.218 -1.679  -0.0310
C 2.522 2.488 -1.758  0.0118
C 2.224 3.444 -0.760  -0.1432
C 2.727 4.766 -0.842  -0.0117
C 2.440 5.679 0.130  -0.0426
C 1.643 5.312 1.238  -0.0397
C 1.145 4.046 1.345  -0.0161
C 1.414 3.078 0.343  -0.1135
C 0.893 1.754 0.411  -0.1557
C 0.122 1.367 1.635  -0.1350
C 0.901 0.949 2.762  -0.0952
C 2.305 0.753 2.661  0.0028
C 3.031 0.342 3.741  -0.0381
C 2.406 0.120 4.987  -0.0440
C 1.062 0.310 5.120  -0.0198
C 0.279 0.720 4.014  -0.1518
C -1.114 0.924 4.146  0.0009
C -1.856 1.293 3.069  -0.0813
C -1.245 1.494 1.804  -0.2968
S -2.546 1.855 0.625  1.2149
O -3.115 0.472 0.192  -0.3830
C -1.831 2.651 -0.785  -0.3770
C -1.460 3.977 -0.606  -0.0706
C -1.003 4.700 -1.694  -0.0128
C -0.949 4.132 -2.964  -0.2456
C -0.477 4.932 -4.143  -0.0278
C -1.379 2.814 -3.123  -0.0116
C -1.826 2.071 -2.044  -0.0595
H 3.100 -3.600 -5.683  0.0893
H 2.303 -4.995 -4.968  0.0975
H 3.933 -4.566 -4.458  0.0871
H 1.111 -2.206 -5.026  0.1259
H 0.112 -0.786 -3.263  0.1190
H 2.502 -2.800 -0.317  0.1196
H 3.517 -4.184 -2.094  0.1275
H 2.287 0.488 -2.434  0.1086
H 3.154 2.776 -2.588  0.1292
H 3.347 5.036 -1.687  0.1235
H 2.830 6.686 0.063  0.1175
H 1.436 6.041 2.010  0.1175
H 0.542 3.777 2.203  0.1241
H 2.807 0.934 1.720  0.1217
H 4.099 0.198 3.646  0.1167
H 3.001 -0.190 5.836  0.1176
H 0.573 0.156 6.074  0.1242
H -1.580 0.791 5.114  0.1315
H -2.922 1.459 3.175  0.1161
H -1.501 4.443 0.373  0.1242
H -0.689 5.726 -1.551  0.1288
H 0.165 5.754 -3.832  0.0840
H -1.328 5.361 -4.675  0.0975
H 0.072 4.310 -4.849  0.0856
H -1.367 2.368 -4.110  0.1237
H -2.158 1.054 -2.175  0.0875
N -3.116 -1.821 -1.800  0.0881
C -4.347 -2.641 -1.646  -0.1508
C -5.158 -2.031 -0.519  -0.1578
N -4.255 -1.914 0.650  0.0836
H -3.282 -1.050 -2.443  0.1324
H -2.367 -2.376 -2.209  0.1323
H -4.037 -3.653 -1.386  0.1356
H -4.921 -2.687 -2.570  0.1356
H -6.042 -2.628 -0.299  0.1361
H -5.484 -1.024 -0.786  0.1331
H -4.156 -2.822 1.101  0.1407
H -4.646 -1.284 1.344  0.1368
Br 0.039 -5.494 0.165  0.8552
C 0.220 -4.706 1.874  -0.5788
C 1.035 -5.381 2.770  -0.1122
C 1.254 -4.868 4.039  -0.0362
C 0.670 -3.670 4.425  -0.0453
C -0.139 -2.996 3.534  0.0035
C -0.386 -3.501 2.253  -0.1483
C -1.249 -2.689 1.388  -0.4818
O -1.649 -3.036 0.230  0.0115
O -1.631 -1.518 1.747  0.0624
H 1.496 -6.311 2.469  0.1060
H 1.888 -5.412 4.726  0.1215
H 0.843 -3.267 5.413  0.1141
H -0.603 -2.060 3.810  0.1126

Its net charge is +2. The energy above the lowest of the compared OMol25 structures with the same formula, charge and spin is 0.00 kcal per mole. As for the spin multiplicity: 1. The strongest force on any atom is 0.3 eV/A. The total energy comes out at -154682.6632 eV. As for the HOMO energy: -13.139 eV. The lowest unoccupied orbital energy is -5.07 eV.


The following is a DFT calculation (ωB97M-V with the def2-TZVPD basis set) of C43H38FN6O7PRuS as an isolated structure.

Each line ends with the Löwdin charge.
Atoms and positions in Å:
Ru -0.089 0.075 -0.284  1.4076
C -3.453 -0.352 -0.635  -0.1667
C -3.296 -1.850 -0.562  -0.1031
C -2.103 -2.351 -1.314  -0.2343
C -2.197 -3.629 -1.846  -0.0059
C -1.266 -4.097 -2.750  -0.0192
C -0.291 -3.214 -3.162  -0.0215
C -0.249 -1.975 -2.561  -0.1428
N -1.056 -1.531 -1.589  0.0519
N -2.552 0.330 0.289  -0.1824
C -2.813 1.777 0.221  -0.1157
C -1.803 2.549 1.041  -0.2729
C -2.009 3.885 1.344  -0.0230
C -1.125 4.513 2.205  -0.0328
C -0.104 3.762 2.770  -0.0262
C 0.023 2.436 2.402  -0.1013
N -0.789 1.836 1.523  0.0588
C -2.714 -0.151 1.657  -0.1326
C -1.763 -1.269 1.946  -0.2559
C -2.080 -2.109 3.005  -0.0126
C -1.255 -3.158 3.338  -0.0265
C -0.130 -3.347 2.559  -0.0247
C 0.132 -2.474 1.528  -0.0910
N -0.646 -1.411 1.200  0.0123
H -4.493 -0.082 -0.410  0.1405
H -3.220 0.012 -1.635  0.1173
H -4.176 -2.300 -1.025  0.1344
H -3.294 -2.227 0.461  0.1153
H -3.051 -4.233 -1.570  0.1264
H -1.336 -5.094 -3.164  0.1226
H 0.440 -3.455 -3.921  0.1184
H 0.461 -1.263 -2.907  0.0221
H -3.813 2.010 0.613  0.1491
H -2.802 2.065 -0.827  0.0971
H -2.869 4.405 0.939  0.1159
H -1.250 5.558 2.456  0.1171
H 0.585 4.191 3.482  0.1156
H 0.803 1.826 2.835  0.1016
H -3.740 -0.494 1.834  0.1435
H -2.536 0.649 2.370  0.1337
H -2.993 -1.915 3.553  0.1279
H -1.492 -3.815 4.163  0.1221
H 0.558 -4.160 2.737  0.1196
H 1.001 -2.622 0.926  0.0755
O 1.911 1.419 0.777  -0.3773
S 2.694 0.281 1.281  0.4746
O 2.978 0.229 2.685  -0.2673
O 2.084 -0.937 0.711  -0.4810
C 4.129 0.362 0.305  -0.2709
C 5.398 0.543 0.810  -0.0255
C 6.466 0.596 -0.081  -0.0501
C 6.238 0.462 -1.439  -0.0489
C 4.947 0.277 -1.928  -0.0773
C 3.867 0.233 -1.057  -0.2872
P 2.185 -0.160 -1.764  1.1701
C 2.681 -1.822 -2.389  -0.3455
C 2.758 -2.890 -1.494  -0.0772
C 3.206 -4.128 -1.919  -0.0602
C 3.585 -4.330 -3.239  -0.0700
C 3.525 -3.273 -4.132  -0.0651
C 3.079 -2.025 -3.708  -0.0895
C 2.152 0.906 -3.248  -0.3471
C 1.408 0.605 -4.394  -0.0982
C 1.447 1.435 -5.505  -0.0618
C 2.214 2.589 -5.483  -0.0645
C 2.911 2.931 -4.334  -0.0603
C 2.869 2.104 -3.220  -0.0852
H 5.537 0.633 1.879  0.1214
H 7.472 0.734 0.291  0.1133
H 7.068 0.492 -2.131  0.1126
H 4.800 0.160 -2.994  0.1129
H 2.488 -2.749 -0.459  0.0791
H 3.269 -4.942 -1.208  0.1105
H 3.938 -5.299 -3.567  0.1094
H 3.835 -3.405 -5.160  0.1112
H 3.067 -1.213 -4.420  0.0984
H 0.803 -0.288 -4.458  0.1014
H 0.861 1.186 -6.377  0.1164
H 2.245 3.233 -6.352  0.1145
H 3.491 3.843 -4.301  0.1131
H 3.412 2.392 -2.329  0.1168
F -4.747 4.926 -1.447  0.1000
C -3.959 4.431 -2.402  -0.1844
C -2.654 4.261 -2.217  0.0292
N -1.825 3.751 -3.201  0.0104
C -0.494 3.319 -2.817  -0.0170
C -0.554 1.990 -2.107  -0.5780
O 0.324 1.774 -1.161  -0.2588
O -1.410 1.136 -2.367  0.0066
C -2.314 3.382 -4.438  -0.4612
O -1.629 2.912 -5.317  0.0995
N -3.672 3.605 -4.605  0.2264
C -4.595 4.070 -3.674  -0.3927
O -5.772 4.154 -3.911  0.1248
H -2.173 4.519 -1.282  0.1327
H -0.028 4.075 -2.188  0.1491
H 0.100 3.193 -3.720  0.1192
H -4.042 3.347 -5.509  0.1733

Its net charge is +1. The energy above the lowest of the compared OMol25 structures with the same formula, charge and spin is 0.00 kcal per mole. As for the spin multiplicity: 2. The strongest force on any atom is 2.5 eV/A. The total energy comes out at -93899.7633 eV. As for the HOMO energy (spin up / spin down): -11.140 / -11.215 eV. The expectation value of S² is 0.7616. The lowest unoccupied orbital energy (spin up / spin down) is -4.00 / -3.51 eV.